# 1
C26H37Cl6N5 | ωB97M-V/def2-TZVPD

Energy   -4047.76664 Eh
SMILES   c1cc[nH]c1.c1cc[nH]c1.c1cc[nH]c1.c1cc[nH]c1.c1cc[nH]c1.ClCCCl.ClCCCl.ClCCCl
Maximum force   3.6 eV/Å
Orbital gap   8.16 eV
LUMO energy   0.5 eV

```
74
Properties=species:S:1:pos:R:3:mulliken_charge:R:1
N 1.774 -3.726 -2.327 0.17
C 1.660 -3.784 -0.982 -0.86
C 0.243 -3.791 -0.728 -0.09
C -0.416 -3.861 -1.980 -0.16
C 0.549 -3.881 -2.943 -0.94
H 2.692 -3.773 -2.747 0.20
H 2.494 -3.715 -0.299 0.37
H -0.292 -3.809 0.210 0.48
H -1.480 -3.874 -2.164 0.41
H 0.520 -4.017 -4.014 0.40
N -3.710 -0.725 5.084 0.10
C -2.349 -0.557 4.858 -1.58
C -2.154 0.404 3.870 0.84
C -3.422 0.853 3.496 -0.20
C -4.384 0.225 4.248 -0.86
H -4.145 -1.365 5.733 0.19
H -1.605 -1.122 5.399 0.44
H -1.252 0.825 3.452 0.20
H -3.550 1.635 2.763 0.43
H -5.445 0.405 4.334 0.40
N 0.239 6.088 1.675 0.07
C 1.305 5.245 1.875 -1.02
C 0.907 3.938 2.198 -0.30
C -0.536 4.002 2.126 0.27
C -0.916 5.340 1.896 -0.92
H 0.282 7.046 1.356 0.22
H 2.300 5.662 1.868 0.40
H 1.538 3.103 2.465 0.54
H -1.191 3.157 2.280 0.36
H -1.913 5.696 1.683 0.37
N -2.501 -3.229 2.762 0.20
C -2.755 -3.121 1.441 -0.38
C -2.709 -4.429 0.922 -0.85
C -2.413 -5.319 1.922 -0.51
C -2.323 -4.542 3.097 -0.58
H -2.506 -2.453 3.408 0.33
H -2.913 -2.140 1.016 0.59
H -2.907 -4.727 -0.097 0.47
H -2.378 -6.398 1.910 0.42
H -1.976 -4.911 4.050 0.37
N 5.131 -2.395 -2.792 0.04
C 4.407 -1.300 -2.554 -0.68
C 4.709 -0.877 -1.279 0.19
C 5.866 -1.566 -0.853 -1.04
C 5.983 -2.608 -1.749 -0.47
H 5.002 -2.861 -3.679 0.25
H 3.774 -0.953 -3.358 0.45
H 4.256 -0.007 -0.828 0.42
H 6.348 -1.380 0.096 0.39
H 6.662 -3.444 -1.831 0.44
Cl 2.523 5.233 -2.694 -0.22
C 1.132 4.475 -1.923 0.09
C 0.975 2.968 -2.125 0.15
Cl 2.416 2.105 -1.568 -0.12
H 0.273 5.119 -2.115 0.34
H 1.358 4.596 -0.863 -0.17
H 0.847 2.794 -3.193 0.16
H 0.078 2.648 -1.594 -0.20
Cl -1.310 0.257 -3.491 -0.06
C -2.546 1.321 -4.252 -0.56
C -2.228 2.797 -4.334 -0.52
Cl -2.310 3.678 -2.797 -0.16
H -3.544 1.205 -3.830 0.31
H -2.707 0.983 -5.275 0.33
H -2.910 3.261 -5.046 0.40
H -1.252 2.968 -4.787 0.29
Cl -1.272 0.908 0.219 -0.15
C 0.026 -0.233 -0.020 0.25
C 1.261 0.309 0.723 0.17
Cl 1.207 -0.151 2.552 -0.24
H 0.239 -0.268 -1.089 0.09
H -0.363 -1.207 0.278 -0.06
H 1.438 1.380 0.637 -0.02
H 2.171 -0.112 0.295 -0.07
```

***

# 2
C26H37CoN7O2PS2 | ωB97M-V/def2-TZVPD

Energy   -4067.09476 Eh
2S+1   6
Net charge   +1
Maximum force   3.5 eV/Å
Relative energy (zero: lowest compared OMol25 entry of this formula, charge and spin)   82.5 kJ/mol
Orbital gap (alpha / beta)   5.49 / 4.82 eV
⟨S²⟩   8.804
LUMO energy (alpha / beta)   -2.0 / -5.5 eV

```
76
Properties=species:S:1:pos:R:3:mulliken_charge:R:1
Co 0.467 0.260 0.042 0.47
C 3.389 -0.120 1.293 -0.79
N 2.817 0.414 0.063 -0.17
C 3.432 0.037 -1.204 -1.24
C 2.349 0.045 -2.231 -0.06
N 1.046 0.042 -1.902 0.94
C 0.344 0.013 -3.079 -0.33
C -1.029 0.018 -3.316 0.34
C -1.456 -0.017 -4.634 -1.13
C -0.559 -0.089 -5.689 -0.53
C 0.818 -0.097 -5.474 -1.08
C 1.253 -0.029 -4.161 0.66
N 2.507 -0.012 -3.588 -0.05
C 2.292 -0.127 2.298 -0.42
N 1.012 0.223 1.984 0.54
C 0.343 0.339 3.169 0.75
C -0.966 0.737 3.451 -0.25
C -1.356 0.799 4.788 -1.15
C -0.499 0.450 5.813 -0.39
C 0.816 0.032 5.556 -1.11
C 1.218 0.018 4.236 0.39
N 2.431 -0.268 3.656 -0.07
H 4.240 0.476 1.661 0.48
H 3.776 -1.134 1.103 0.41
H 2.761 1.429 0.127 0.32
H 3.864 -0.971 -1.110 0.31
H 4.257 0.705 -1.493 0.60
H -1.730 0.054 -2.498 0.41
H -2.514 0.012 -4.843 0.46
H -0.934 -0.146 -6.699 0.42
H 1.509 -0.149 -6.300 0.44
H 3.386 0.037 -4.075 0.24
H -1.644 1.007 2.659 0.30
H -2.359 1.125 5.019 0.47
H -0.842 0.499 6.834 0.43
H 1.479 -0.259 6.356 0.45
H 3.269 -0.531 4.144 0.24
C -1.463 4.901 2.668 -1.20
C -1.956 4.568 1.273 -0.30
O -2.113 3.143 1.146 -0.31
P -1.473 2.417 -0.127 1.31
S -1.903 0.455 0.120 -0.74
S 0.469 2.830 -0.341 -0.55
O -2.197 3.068 -1.390 -0.38
C -3.624 3.214 -1.522 -0.25
C -4.086 2.557 -2.809 -1.16
H -1.410 5.981 2.785 0.42
H -0.473 4.483 2.831 0.22
H -2.144 4.493 3.409 0.30
H -1.246 4.923 0.518 0.47
H -2.932 5.025 1.083 0.26
H -3.822 4.291 -1.550 0.30
H -4.128 2.781 -0.652 0.37
H -3.566 2.996 -3.657 0.32
H -5.156 2.710 -2.928 0.44
H -3.881 1.490 -2.794 0.17
C -0.724 -2.695 -0.716 -0.69
C -0.823 -4.251 -0.708 -0.89
N 0.297 -4.789 0.022 -0.14
C 0.288 -4.305 1.380 -0.93
C 0.456 -2.758 1.361 -0.67
N 0.493 -2.282 -0.021 1.28
C 1.641 -2.882 -0.694 -0.62
C 1.532 -4.438 -0.631 -0.92
H -1.578 -2.245 -0.210 0.48
H -0.690 -2.317 -1.737 0.16
H -0.801 -4.652 -1.722 0.32
H -1.745 -4.579 -0.230 0.30
H 1.098 -4.786 1.931 0.36
H -0.655 -4.588 1.848 0.27
H 1.386 -2.469 1.852 0.23
H -0.371 -2.272 1.875 0.37
H 2.552 -2.553 -0.197 0.15
H 1.662 -2.543 -1.729 0.30
H 2.359 -4.873 -0.067 0.30
H 1.541 -4.871 -1.632 0.34
```

***

# 3
C26H37N4O3S2SbSe4Sn | ωB97M-V/def2-TZVPD

Energy   -12313.84515 Eh
Net charge   +2
Maximum force   0.4 eV/Å
Relative energy (zero: lowest compared OMol25 entry of this formula, charge and spin)   226.6 kJ/mol
Orbital gap (alpha / beta)   5.65 / 5.58 eV
LUMO energy (alpha / beta)   -7.5 / -7.7 eV

```
78
Properties=species:S:1:pos:R:3:mulliken_charge:R:1
Sn 1.662 -2.128 -2.014 0.92
C 4.618 -1.519 1.665 -0.60
S 4.600 -2.744 0.375 0.32
C 4.243 -4.173 1.366 -0.81
O 3.324 -2.490 -0.425 -0.37
H 5.343 -1.816 2.423 0.48
H 3.620 -1.441 2.093 -0.04
H 4.919 -0.570 1.226 0.17
H 5.125 -4.396 1.968 0.43
H 4.052 -4.998 0.682 0.36
H 3.374 -3.978 1.994 0.17
Se 1.148 0.555 5.188 -0.38
Sb 0.326 -1.552 4.530 0.71
Se 1.739 -3.291 5.562 -0.16
Se -2.114 -1.821 4.750 -0.10
Se 0.842 -1.923 1.991 0.37
C 3.782 2.702 1.353 -0.44
C 4.461 3.734 0.452 -0.75
C 3.725 4.047 -0.851 -0.06
C 3.754 2.936 -1.896 -1.11
N 2.859 1.807 -1.576 0.12
C 1.582 1.608 -1.867 0.36
S 0.808 0.186 -1.197 -0.15
N 0.799 2.411 -2.563 -0.02
C 0.994 3.769 -3.119 -0.22
C -0.321 4.536 -3.074 -1.11
C -0.668 5.126 -1.707 -0.39
C -0.780 4.125 -0.558 -0.45
H 4.253 2.684 2.336 0.42
H 3.849 1.683 0.959 -0.29
H 2.724 2.933 1.500 0.21
H 5.481 3.412 0.221 0.37
H 4.555 4.667 1.009 0.34
H 4.183 4.927 -1.309 0.42
H 2.684 4.306 -0.627 0.08
H 4.757 2.515 -1.971 0.48
H 3.498 3.307 -2.883 0.42
H 3.221 1.129 -0.925 -0.03
H -0.137 2.048 -2.674 0.16
H 1.350 3.670 -4.145 0.31
H 1.740 4.305 -2.542 0.14
H -1.128 3.884 -3.431 0.39
H -0.246 5.350 -3.796 0.36
H -1.615 5.659 -1.807 0.37
H 0.082 5.881 -1.455 0.30
H -1.466 3.306 -0.792 0.01
H -1.159 4.619 0.337 0.45
H 0.187 3.687 -0.293 -0.12
O -0.513 -2.906 -2.960 -0.70
C -1.082 -2.863 -1.875 0.10
N -2.369 -3.015 -1.563 0.04
C -2.633 -2.621 -0.176 3.36
C -1.185 -2.436 0.261 -0.72
O -0.941 -2.133 1.482 -0.11
N -0.322 -2.573 -0.704 -0.44
C -3.417 -3.694 0.566 -0.83
C -4.687 -4.005 0.084 -0.19
C -5.455 -4.972 0.709 -0.98
C -4.968 -5.630 1.834 -0.45
C -3.712 -5.317 2.324 -1.17
C -2.932 -4.354 1.689 0.11
C -3.304 -1.233 -0.111 -0.20
C -3.067 -0.292 -1.108 -0.29
C -3.754 0.913 -1.105 -0.83
C -4.664 1.196 -0.096 -0.63
C -4.861 0.281 0.928 -0.99
C -4.184 -0.931 0.921 -0.17
H -3.094 -3.163 -2.248 0.30
H -5.093 -3.475 -0.771 0.41
H -6.440 -5.205 0.326 0.43
H -5.567 -6.390 2.318 0.43
H -3.332 -5.821 3.203 0.46
H -1.948 -4.135 2.077 0.66
H -2.362 -0.494 -1.906 0.38
H -3.601 1.621 -1.910 0.54
H -5.225 2.122 -0.113 0.45
H -5.562 0.497 1.723 0.45
H -4.353 -1.644 1.718 0.57
```

***

# 4
C26H38AsN4O8RuS7 | ωB97M-V/def2-TZVPD

Energy   -6952.70069 Eh
2S+1   2
Net charge   -2
Maximum force   0.8 eV/Å
Relative energy (zero: lowest compared OMol25 entry of this formula, charge and spin)   73.4 kJ/mol
Orbital gap (alpha / beta)   6.15 / 6.05 eV
⟨S²⟩   0.760
LUMO energy (alpha / beta)   4.0 / 4.0 eV

```
85
Properties=species:S:1:pos:R:3:mulliken_charge:R:1
Ru -0.546 0.960 1.816 -0.58
C 1.125 3.896 3.248 -0.99
C -0.211 3.497 3.852 -0.94
N -0.524 2.067 3.729 0.63
C 0.110 1.200 4.727 -0.87
C 1.601 0.916 4.550 -1.00
S 2.154 0.446 2.885 0.19
C 3.304 1.790 2.490 -0.91
C 2.728 2.956 1.670 0.35
N 1.351 3.226 1.991 0.47
H 1.938 3.621 3.925 0.41
H 1.161 4.993 3.160 0.43
H -1.038 4.025 3.381 0.40
H -0.214 3.771 4.916 0.32
H -1.533 2.010 3.903 -0.15
H -0.441 0.261 4.705 0.31
H -0.016 1.647 5.724 0.53
H 1.843 0.083 5.212 0.57
H 2.213 1.763 4.862 0.43
H 4.110 1.333 1.914 0.53
H 3.740 2.131 3.433 0.49
H 2.765 2.693 0.624 -0.62
H 3.389 3.828 1.812 0.36
H 0.839 3.646 1.227 0.05
S -5.475 1.548 1.381 -0.55
As -3.639 1.888 2.356 0.41
S -2.451 0.075 2.824 -0.39
S -2.010 2.603 1.019 -0.56
S -3.723 3.123 4.105 -0.59
C -5.880 -2.267 1.698 -1.27
C -4.778 -2.588 0.727 0.88
C -4.072 -1.556 0.104 -0.17
C -3.020 -1.833 -0.748 -0.25
C -2.666 -3.161 -0.975 -0.35
C -3.356 -4.203 -0.375 -0.54
C -4.418 -3.905 0.468 -0.73
S -1.273 -3.520 -1.980 1.76
O -1.474 -2.888 -3.255 -0.73
O -1.022 -4.939 -1.909 -0.84
N -0.014 -2.763 -1.277 0.25
C 0.597 -3.395 -0.096 -0.97
C -0.106 -3.188 1.253 -0.67
C -0.205 -1.749 1.720 0.35
O 0.055 -1.439 2.897 -0.57
O -0.578 -0.893 0.838 0.30
H -6.584 -1.550 1.275 0.30
H -5.469 -1.792 2.591 0.20
H -6.420 -3.168 1.991 0.37
H -4.335 -0.525 0.314 0.17
H -2.459 -1.018 -1.191 0.40
H -3.054 -5.223 -0.566 0.46
H -4.966 -4.711 0.946 0.27
H -0.243 -1.777 -1.079 -0.40
H 1.616 -3.005 -0.040 0.34
H 0.664 -4.460 -0.316 0.56
H 0.456 -3.730 2.014 0.46
H -1.118 -3.603 1.229 0.09
C 1.456 -2.691 -6.039 -1.47
C 2.062 -1.600 -5.198 0.60
C 2.856 -0.608 -5.765 -0.54
C 3.398 0.403 -4.986 -0.50
C 3.155 0.409 -3.619 -0.17
C 2.370 -0.576 -3.032 -0.24
C 1.827 -1.569 -3.826 -0.47
S 3.764 1.730 -2.619 1.52
O 4.552 1.175 -1.553 -0.72
O 4.323 2.706 -3.517 -0.80
N 2.454 2.372 -1.911 -0.08
C 1.303 2.749 -2.750 -0.56
C 0.032 2.674 -1.917 -0.64
C -0.096 1.340 -1.185 0.63
O -0.778 0.451 -1.665 -0.63
O 0.630 1.244 -0.101 -0.13
H 1.245 -2.336 -7.049 0.37
H 0.533 -3.057 -5.592 0.30
H 2.140 -3.539 -6.121 0.32
H 3.033 -0.614 -6.835 0.35
H 3.992 1.195 -5.420 0.47
H 2.143 -0.545 -1.972 0.42
H 1.187 -2.315 -3.378 0.40
H 2.127 1.760 -1.150 -0.11
H 1.217 2.069 -3.605 0.35
H 1.452 3.758 -3.135 0.38
H -0.818 2.797 -2.587 0.44
H 0.011 3.475 -1.174 0.11
```

***

# 5
C26H38BF9N3O9 | ωB97M-V/def2-TZVPD

Energy   -2778.47831 Eh
Net charge   +1
Maximum force   1.8 eV/Å
Orbital gap   6.93 eV
LUMO energy   -4.4 eV

```
86
Properties=species:S:1:pos:R:3:mulliken_charge:R:1
C 3.832 -1.380 1.228 -1.41
C 3.023 -0.930 0.005 -0.31
B 2.240 0.388 0.227 0.34
O 2.696 1.466 0.913 -0.44
N 0.841 0.527 -0.427 -0.02
C 0.584 -0.097 -1.589 -0.48
C -0.648 -0.008 -2.188 -1.38
C -1.659 0.761 -1.614 1.23
C -2.978 0.747 -2.378 0.15
O -2.970 0.393 -3.520 -0.56
O -4.093 1.094 -1.719 -0.13
C -4.628 -0.014 -0.944 -0.52
C -6.099 0.197 -0.649 0.05
C -6.391 1.600 -0.120 -0.85
N -5.791 1.928 1.174 -0.49
C -1.380 1.452 -0.421 -0.49
N -2.302 2.265 0.222 -0.38
C -2.450 3.472 -0.197 0.94
C -1.302 4.331 -0.683 -1.34
C -3.790 4.118 -0.239 -1.21
C -0.117 1.281 0.139 0.31
H 4.193 -2.390 1.033 0.39
H 4.709 -0.768 1.424 0.31
H 3.190 -1.459 2.105 0.39
H 3.635 -0.814 -0.897 0.43
H 2.312 -1.725 -0.238 0.39
H 2.257 1.635 1.754 0.32
H 1.373 -0.675 -2.045 0.64
H -0.849 -0.522 -3.115 0.57
H -4.488 -0.947 -1.491 0.53
H -4.063 -0.065 -0.007 0.21
H -6.646 0.090 -1.587 0.45
H -6.424 -0.546 0.076 -0.32
H -6.076 2.319 -0.879 0.26
H -7.469 1.734 -0.027 0.55
H -6.462 1.834 1.922 0.29
H -5.004 1.336 1.402 0.14
H -1.105 4.093 -1.732 0.34
H -0.410 4.126 -0.097 0.34
H -1.585 5.377 -0.622 0.40
H -3.906 4.541 -1.239 0.42
H -3.788 4.971 0.447 0.49
H -4.572 3.421 0.026 0.03
H 0.130 1.771 1.069 0.45
C 6.925 2.106 -2.889 -1.10
C 5.910 1.867 -3.984 -0.14
O 6.213 0.668 -4.726 -0.31
C 5.797 -0.471 -4.208 0.35
O 5.193 -0.622 -3.184 -0.55
C 6.164 -1.638 -5.147 0.92
F 7.406 -1.517 -5.611 -0.24
F 5.323 -1.653 -6.190 -0.26
F 6.061 -2.797 -4.508 -0.23
H 7.932 2.131 -3.303 0.33
H 6.725 3.055 -2.392 0.38
H 6.893 1.311 -2.144 0.28
H 5.937 2.672 -4.715 0.31
H 4.896 1.812 -3.589 0.23
C 9.379 -0.368 4.182 -1.10
C 8.139 -1.125 4.603 -0.19
O 7.151 -0.233 5.167 -0.32
C 6.375 0.400 4.311 0.35
O 6.390 0.321 3.117 -0.52
C 5.355 1.269 5.076 0.92
F 5.923 1.929 6.082 -0.24
F 4.384 0.491 5.577 -0.26
F 4.789 2.156 4.256 -0.25
H 9.779 0.203 5.019 0.31
H 10.141 -1.064 3.833 0.37
H 9.155 0.333 3.378 0.31
H 8.371 -1.833 5.394 0.32
H 7.705 -1.683 3.774 0.30
C -8.181 -6.031 -0.402 -1.09
C -9.238 -5.005 -0.064 -0.23
O -8.826 -4.180 1.052 -0.33
C -8.043 -3.161 0.768 0.37
O -7.628 -2.837 -0.307 -0.52
C -7.741 -2.365 2.053 0.95
F -7.452 -3.166 3.077 -0.25
F -8.794 -1.618 2.397 -0.27
F -6.700 -1.545 1.861 -0.29
H -7.936 -6.629 0.476 0.31
H -8.539 -6.692 -1.190 0.37
H -7.264 -5.551 -0.743 0.31
H -10.156 -5.489 0.261 0.33
H -9.480 -4.377 -0.919 0.32
```

***

# 6
C26H38ClF16N2O4 | ωB97M-V/def2-TZVPD

Energy   -3481.95043 Eh
2S+1   2
Maximum force   2.4 eV/Å
Orbital gap (alpha / beta)   8.70 / 9.53 eV
⟨S²⟩   0.754
LUMO energy (alpha / beta)   0.3 / 0.3 eV

```
87
Properties=species:S:1:pos:R:3:mulliken_charge:R:1
C -5.149 4.091 -1.153 -1.04
C -3.800 4.250 -0.477 0.50
O -3.665 5.056 0.443 -0.57
N -2.696 3.425 -0.904 0.06
C -2.514 3.486 -2.353 -1.02
C -2.962 2.037 -0.471 -0.98
C -1.745 1.144 -0.576 -0.50
C -0.924 1.271 0.706 -0.40
C 0.347 0.438 0.613 -2.19
C 0.866 -0.103 1.930 2.47
Cl 2.251 -1.225 1.436 -0.23
C -0.160 -1.002 2.636 -2.37
C -0.268 -0.753 4.133 2.07
C 0.897 -1.341 4.911 -2.14
C -1.538 -1.465 4.635 -1.89
N -0.459 0.691 4.369 0.66
O -1.608 1.116 3.991 -0.63
C 0.701 1.546 4.005 1.96
C 1.635 1.738 5.220 -1.71
C 0.195 2.938 3.659 -1.87
C 1.524 0.974 2.822 -2.85
H -5.079 4.060 -2.233 0.34
H -5.637 3.181 -0.825 0.27
H -5.750 4.943 -0.887 0.38
H -3.360 3.048 -2.885 0.31
H -1.629 2.949 -2.658 0.33
H -2.379 4.516 -2.648 0.38
H -3.770 1.633 -1.092 0.32
H -3.342 2.039 0.543 0.74
H -2.116 0.134 -0.597 -0.01
H -1.137 1.376 -1.437 0.58
H -0.645 2.316 0.790 0.39
H -1.565 0.981 1.524 0.41
H 0.117 -0.445 0.023 0.40
H 1.133 0.955 0.078 0.61
H 0.170 -2.023 2.532 0.75
H -1.130 -0.959 2.167 0.34
H 0.872 -2.412 4.794 0.52
H 1.859 -0.942 4.622 0.34
H 0.720 -1.153 5.962 0.43
H -2.327 -1.317 3.917 0.40
H -1.850 -1.083 5.595 0.42
H -1.331 -2.527 4.660 0.44
H 1.491 2.715 5.656 0.49
H 2.673 1.675 4.932 0.34
H 1.437 1.005 5.990 0.33
H -0.384 3.337 4.476 0.52
H -0.356 2.967 2.735 0.17
H 1.074 3.567 3.570 0.55
H 2.478 0.593 3.138 0.77
H 1.752 1.817 2.182 0.39
C 7.400 -2.115 0.099 -0.82
C 6.358 -1.019 -0.209 0.94
C 5.005 -1.432 -0.799 0.15
F 5.127 -2.019 -2.006 -0.25
F 4.242 -0.330 -0.968 -0.22
F 6.925 -0.057 -0.968 -0.28
F 6.055 -0.455 0.994 -0.30
O 8.476 -2.352 -0.807 -0.39
C 8.411 -3.220 -1.874 0.82
C 8.617 -2.508 -3.219 0.20
F 7.696 -1.549 -3.414 -0.22
F 8.502 -3.419 -4.213 -0.25
F 7.294 -3.970 -1.863 -0.29
F 9.455 -4.071 -1.747 -0.30
H 7.911 -1.742 0.985 0.43
H 6.921 -3.047 0.400 0.34
H 4.480 -2.114 -0.124 0.24
H 9.611 -2.057 -3.253 0.23
C -4.403 -1.354 -5.337 -0.68
C -5.879 -1.616 -4.969 0.86
C -6.612 -0.616 -4.064 0.11
F -6.064 -0.528 -2.839 -0.21
F -7.890 -1.032 -3.911 -0.28
F -6.012 -2.867 -4.482 -0.28
F -6.560 -1.570 -6.150 -0.33
O -3.360 -2.047 -4.652 -0.40
C -2.769 -1.605 -3.490 0.74
C -2.968 -2.586 -2.325 0.14
F -4.271 -2.796 -2.069 -0.24
F -2.402 -2.050 -1.216 -0.17
F -3.141 -0.351 -3.167 -0.17
F -1.437 -1.569 -3.714 -0.34
H -4.319 -1.739 -6.351 0.37
H -4.192 -0.286 -5.404 0.33
H -6.624 0.377 -4.524 0.29
H -2.499 -3.546 -2.548 0.24
```